{
  "formula": "H4O2",
  "method": "ωB97M-V/def2-TZVPD",
  "species": ["H", "H", "H", "H", "O", "O"],
  "positions_angstrom": [[-0.1267, -1.2930, 0.8664], [0.5702, -0.2185, 1.7262], [-0.6929, 0.1638, -1.5286], [0.0787, 0.8560, -0.4444], [0.3564, -0.4592, 0.7985], [-0.1858, 0.9510, -1.4180]],
  "e_tot_ha": -152.86621,
  "total_charge": 0,
  "multiplicity": 1,
  "lumo_ev": 0.48,
  "e_above_lowest_kj_mol": 22.9
}

=====

{
  "formula": "C10H14O2S2",
  "method": "ωB97M-V/def2-TZVPD",
  "species": ["C", "C", "C", "C", "C", "C", "C", "C", "C", "C", "O", "O", "S", "S", "H", "H", "H", "H", "H", "H", "H", "H", "H", "H", "H", "H", "H", "H"],
  "positions_angstrom": [[2.8113, -2.0017, -2.6086], [1.6372, -2.5977, -2.1334], [2.9085, -0.5743, -2.6149], [0.5762, -1.8861, -1.6628], [1.8929, 0.1336, -1.9915], [0.6835, -0.5138, -1.7300], [-3.1960, 1.2549, 2.2690], [-2.1142, 0.9788, 1.2103], [0.2710, 0.8204, 0.5268], [-0.6923, 0.6860, 1.6536], [-0.5751, 1.8543, -1.7459], [-0.3553, 1.5307, 2.7555], [-0.6227, -1.1555, 2.1826], [-0.6790, 0.5462, -1.0588], [3.5256, -2.6881, -2.9577], [1.5819, -3.7153, -2.0640], [3.8397, -0.2475, -3.1842], [-0.2372, -2.3127, -1.1824], [1.8998, 1.1824, -2.0142], [-4.2722, 1.3348, 1.9459], [-3.3134, 0.5450, 3.0659], [-3.1193, 2.2147, 2.9231], [-2.0102, 1.8394, 0.5577], [-2.3161, 0.0535, 0.6956], [0.7130, 1.8760, 0.5718], [1.0928, 0.0672, 0.4264], [-0.4797, -1.0527, 3.4630], [0.5494, 1.8275, 2.7011]],
  "e_tot_ha": -1336.19335,
  "total_charge": 0,
  "multiplicity": 1,
  "lumo_ev": 0.54,
  "e_above_lowest_kj_mol": 138.0
}

=====

{
  "formula": "C5H10N2S",
  "method": "ωB97M-V/def2-TZVPD",
  "species": ["C", "C", "C", "C", "C", "H", "H", "H", "H", "H", "H", "H", "H", "H", "H", "N", "N", "S"],
  "positions_angstrom": [[-0.2910, 1.5151, 0.1822], [-0.2556, 0.0425, 0.1550], [0.8499, -0.6816, 0.4441], [2.2668, -0.2185, 0.7460], [-1.4828, -0.7458, -0.1344], [-0.3725, 1.9385, -0.8302], [0.6547, 1.9691, 0.5680], [-1.1662, 1.8373, 0.7656], [0.8382, -1.7774, 0.4476], [2.6935, -0.7524, 1.5963], [2.2393, 0.8574, 1.0344], [2.7691, 0.2637, -1.5256], [-3.3919, -0.3171, -1.0133], [-2.1604, 0.8688, -1.1767], [-2.4862, -2.3410, -0.1457], [-2.5172, 0.0734, -0.6446], [-1.5833, -1.9822, 0.1572], [3.3956, -0.5498, -0.6256]],
  "e_tot_ha": -704.18899,
  "total_charge": 0,
  "multiplicity": 1,
  "lumo_ev": 0.71,
  "e_above_lowest_kj_mol": 91.4
}